(1)
{"formula": "C16H46BN6O5PSV", "method": "wB97M-V/def2-TZVPD", "de_lowest_ev": 3.458, "energy_ev": -82986.75833, "charge": 3, "multiplicity": 3, "homo_ev": [-16.79, -16.54], "max_force_ev_per_a": 1.90, "symbols": ["V", "N", "C", "C", "N", "C", "C", "N", "C", "C", "N", "H", "H", "H", "H", "H", "H", "H", "H", "H", "H", "H", "H", "H", "H", "H", "H", "H", "H", "N", "C", "P", "O", "O", "C", "N", "H", "H", "H", "H", "H", "H", "H", "H", "H", "H", "C", "S", "C", "O", "H", "H", "H", "H", "H", "H", "C", "C", "C", "O", "B", "O", "C", "C", "C", "H", "H", "H", "H", "H", "H", "H", "H", "H", "H", "H", "H"], "coordinates": [[0.043, 0.159, 0.459], [0.048, 1.529, -1.742], [1.518, 1.523, -1.665], [2.006, 2.197, -0.367], [1.105, 1.985, 0.806], [0.182, 3.150, 1.024], [-1.267, 2.781, 0.728], [-1.454, 1.393, 1.190], [1.900, 1.787, 2.047], [2.688, 0.474, 1.994], [1.996, -0.459, 1.075], [-0.287, 0.849, -2.419], [-0.262, 2.439, -2.064], [1.994, 2.044, -2.498], [1.848, 0.484, -1.703], [2.124, 3.267, -0.539], [3.001, 1.812, -0.146], [0.480, 4.009, 0.424], [0.253, 3.452, 2.068], [-1.475, 2.814, -0.334], [-1.931, 3.484, 1.233], [-2.314, 0.994, 0.818], [-1.551, 1.363, 2.204], [1.195, 1.736, 2.876], [2.575, 2.631, 2.215], [2.724, 0.050, 2.995], [3.718, 0.639, 1.680], [1.953, -1.391, 1.478], [2.518, -0.554, 0.209], [-1.248, -3.688, 0.042], [-0.759, -3.788, -1.351], [-0.096, -2.160, -1.973], [-1.050, -1.427, -2.863], [0.562, -1.430, -0.818], [1.237, -2.691, -3.196], [0.786, -2.237, -4.554], [-1.911, -2.854, 0.107], [-0.526, -3.462, 0.754], [-1.715, -4.543, 0.338], [-1.590, -4.085, -1.992], [0.013, -4.554, -1.413], [1.385, -3.768, -3.191], [2.184, -2.227, -2.929], [1.435, -1.590, -5.001], [-0.133, -1.745, -4.366], [0.629, -3.008, -5.202], [-3.967, 0.216, -2.040], [-3.838, -1.169, -0.905], [-5.145, -0.689, 0.237], [-2.519, -0.960, -0.131], [-3.867, 1.159, -1.504], [-4.943, 0.154, -2.522], [-3.183, 0.102, -2.786], [-6.094, -0.827, -0.283], [-5.037, 0.348, 0.549], [-5.111, -1.355, 1.098], [-0.913, -0.973, 5.684], [-1.219, -1.444, 4.276], [-2.706, -1.758, 4.137], [-0.950, -0.358, 3.327], [-0.388, -0.856, 2.196], [-0.067, -2.203, 2.345], [-0.288, -2.589, 3.754], [-0.899, -3.977, 3.809], [1.085, -2.603, 4.415], [-1.620, -0.196, 5.971], [0.093, -0.568, 5.770], [-1.019, -1.800, 6.386], [-3.274, -0.871, 4.417], [-3.009, -2.573, 4.791], [-2.952, -2.009, 3.101], [-1.852, -4.036, 3.284], [-1.073, -4.253, 4.849], [-0.203, -4.705, 3.389], [1.547, -1.615, 4.376], [1.727, -3.314, 3.895], [1.013, -2.914, 5.455]], "lowdin_charge": [0.878, 0.028, -0.212, -0.126, -0.236, -0.117, -0.172, -0.030, -0.138, -0.144, -0.028, 0.065, 0.108, 0.132, 0.085, 0.134, 0.126, 0.136, 0.134, 0.095, 0.139, 0.083, 0.111, 0.129, 0.150, 0.127, 0.130, 0.101, 0.101, 0.156, -0.162, 0.515, -0.332, -0.380, -0.144, 0.154, 0.120, 0.140, 0.176, 0.123, 0.114, 0.107, 0.110, 0.174, 0.126, 0.177, -0.221, 0.914, -0.218, -0.620, 0.065, 0.078, 0.041, 0.077, 0.069, 0.061, 0.014, -0.439, 0.004, 0.077, -0.637, 0.015, -0.441, -0.001, 0.006, 0.103, 0.093, 0.112, 0.104, 0.105, 0.084, 0.079, 0.114, 0.098, 0.087, 0.103, 0.108]}

(2)
{"formula": "C17H27N7O2", "method": "wB97M-V/def2-TZVPD", "de_lowest_ev": 4.288, "energy_ev": -32590.30602, "smiles": "COCCCNc1nc2nonc2nc1N1CCN(C2CCCC2)CC1", "homo_ev": -8.36, "max_force_ev_per_a": 1.83, "symbols": ["C", "H", "O", "C", "C", "H", "H", "C", "N", "C", "N", "C", "N", "O", "N", "C", "N", "C", "N", "C", "C", "N", "C", "C", "H", "H", "H", "H", "C", "C", "H", "H", "C", "H", "H", "C", "H", "H", "C", "H", "H", "H", "H", "H", "H", "H", "H", "H", "H", "H", "H", "H", "H"], "coordinates": [[-3.919, 0.265, -2.266], [-2.960, 0.359, -2.773], [-3.806, -0.818, -1.381], [-4.973, -1.019, -0.606], [-4.747, -2.192, 0.344], [-4.328, -3.021, -0.231], [-5.707, -2.504, 0.754], [-3.808, -1.838, 1.500], [-2.503, -1.414, 1.039], [-2.254, -0.100, 0.816], [-3.086, 0.787, 1.295], [-2.867, 2.052, 0.889], [-3.529, 3.151, 1.157], [-2.972, 4.106, 0.383], [-1.962, 3.647, -0.381], [-1.855, 2.372, -0.095], [-0.950, 1.466, -0.513], [-1.077, 0.270, 0.005], [-0.162, -0.682, -0.332], [0.804, -0.346, -1.363], [2.046, 0.314, -0.766], [2.638, -0.604, 0.190], [1.694, -0.856, 1.256], [0.439, -1.529, 0.681], [-0.261, -1.721, 1.493], [0.726, -2.472, 0.207], [2.149, -1.527, 1.988], [1.388, 0.071, 1.777], [3.987, -0.295, 0.638], [5.018, -0.542, -0.484], [5.564, -1.470, -0.322], [4.504, -0.629, -1.440], [5.947, 0.673, -0.481], [6.378, 0.867, -1.462], [6.763, 0.517, 0.227], [5.059, 1.814, 0.008], [4.411, 2.159, -0.799], [5.634, 2.664, 0.371], [4.232, 1.160, 1.112], [4.804, 1.146, 2.040], [3.299, 1.687, 1.303], [4.181, -0.983, 1.466], [2.758, 0.526, -1.563], [1.739, 1.267, -0.307], [0.328, 0.325, -2.076], [1.088, -1.281, -1.854], [-2.077, -2.039, 0.368], [-3.673, -2.712, 2.144], [-4.222, -1.015, 2.085], [-5.822, -1.233, -1.274], [-5.205, -0.109, -0.034], [-4.712, 0.093, -3.004], [-4.139, 1.196, -1.730]], "nbo_charge": [-0.249, 0.196, -0.565, -0.070, -0.426, 0.204, 0.220, -0.226, -0.582, 0.425, -0.499, 0.210, -0.106, -0.125, -0.099, 0.214, -0.477, 0.399, -0.424, -0.213, -0.249, -0.454, -0.225, -0.231, 0.226, 0.205, 0.209, 0.166, -0.030, -0.411, 0.215, 0.205, -0.403, 0.211, 0.195, -0.402, 0.196, 0.212, -0.438, 0.208, 0.212, 0.198, 0.210, 0.188, 0.236, 0.202, 0.401, 0.200, 0.240, 0.171, 0.184, 0.169, 0.173]}

(3)
{"formula": "C5H5NO2", "method": "wB97M-V/def2-TZVPD", "de_lowest_ev": 3.865, "energy_ev": -10847.44962, "smiles": "c1[nH]cc2c1OCO2", "homo_ev": -8.31, "max_force_ev_per_a": 9.06, "symbols": ["C", "C", "C", "C", "C", "H", "H", "H", "H", "H", "N", "O", "O"], "coordinates": [[1.542, -1.567, -0.156], [0.375, 0.251, -0.479], [-0.120, 1.460, -0.574], [-1.557, 0.283, 0.750], [-0.523, -0.532, 0.311], [1.749, -2.384, -0.814], [2.219, -1.584, 0.799], [0.353, 2.457, -0.871], [-2.024, 2.211, 0.250], [-2.363, -0.036, 1.197], [-1.378, 1.569, 0.097], [1.580, -0.224, -0.777], [0.148, -1.904, 0.267]], "nbo_charge": [0.223, 0.144, -0.096, -0.109, 0.179, 0.181, 0.161, 0.216, 0.401, 0.199, -0.520, -0.467, -0.511]}

(4)
{"formula": "IPd", "method": "wB97M-V/def2-TZVPD", "energy_ev": -11554.99488, "charge": 2, "multiplicity": 4, "homo_ev": [-22.67, -22.06], "max_force_ev_per_a": 0.08, "symbols": ["Pd", "I"], "coordinates": [[0.123, 0.820, 1.222], [-0.123, -0.820, -1.222]], "nbo_charge": [0.962, 1.038]}

(5)
{"formula": "C14H42B2Cl4CoNO5", "method": "wB97M-V/def2-TZVPD", "de_lowest_ev": 0.099, "energy_ev": -115991.52437, "charge": -1, "multiplicity": 4, "homo_ev": [-3.92, -3.61], "max_force_ev_per_a": 3.50, "symbols": ["Co", "C", "O", "C", "C", "N", "H", "H", "C", "C", "O", "C", "H", "H", "H", "H", "H", "H", "H", "H", "H", "H", "H", "H", "H", "H", "C", "O", "H", "H", "H", "C", "O", "H", "H", "H", "B", "H", "H", "H", "H", "B", "H", "H", "H", "H", "C", "C", "C", "O", "C", "H", "H", "H", "H", "H", "H", "H", "H", "C", "Cl", "Cl", "H", "H", "C", "Cl", "Cl", "H", "H"], "coordinates": [[2.035, -1.496, -0.056], [-3.516, 3.554, -0.975], [-2.914, 2.562, -1.773], [-1.578, 2.845, -2.132], [-1.096, 1.705, -2.992], [-1.189, 0.438, -2.221], [-0.481, 0.521, -1.446], [-2.144, 0.327, -1.880], [-0.796, -0.787, -2.991], [-1.959, -1.351, -3.776], [-2.667, -0.333, -4.453], [-3.617, -0.876, -5.347], [-3.033, 3.689, -0.004], [-4.553, 3.258, -0.824], [-3.543, 4.507, -1.517], [-0.955, 2.920, -1.229], [-1.465, 3.812, -2.640], [-0.036, 1.858, -3.206], [-1.611, 1.599, -3.940], [-0.492, -1.541, -2.264], [0.103, -0.562, -3.559], [-2.646, -1.908, -3.127], [-1.528, -2.067, -4.486], [-3.140, -1.387, -6.187], [-4.173, -0.036, -5.763], [-4.320, -1.506, -4.796], [-0.461, -3.209, 0.178], [0.810, -3.012, 0.628], [-0.968, -2.254, -0.115], [-0.474, -3.789, -0.778], [-1.096, -3.776, 0.879], [4.678, -1.494, 1.254], [3.342, -1.751, 1.468], [5.105, -0.663, 1.855], [5.304, -2.393, 1.395], [4.879, -1.168, 0.210], [2.734, -2.012, -2.042], [2.761, -2.853, -1.215], [3.338, -1.035, -1.676], [3.247, -2.456, -3.016], [1.577, -1.723, -2.182], [0.837, 0.314, -0.022], [1.114, 0.030, 1.103], [0.296, -0.641, -0.452], [0.152, 1.286, -0.077], [1.817, 0.496, -0.682], [-0.614, -0.964, 4.832], [0.609, -0.067, 4.973], [1.742, -1.056, 4.621], [1.153, -2.098, 3.857], [-0.214, -1.856, 3.660], [-1.553, -0.417, 4.738], [-0.735, -1.571, 5.738], [0.684, 0.447, 5.929], [0.577, 0.651, 4.148], [2.104, -1.529, 5.542], [2.555, -0.563, 4.092], [-0.852, -2.740, 3.654], [-0.357, -1.342, 2.697], [2.837, 2.569, 1.304], [3.153, 4.332, 1.353], [3.043, 1.821, 2.884], [1.803, 2.506, 1.007], [3.512, 2.115, 0.592], [-1.420, 2.285, 2.185], [-0.509, 3.776, 1.827], [-2.637, 2.620, 3.422], [-1.850, 1.890, 1.274], [-0.709, 1.551, 2.544]], "nbo_charge": [1.507, -0.248, -0.558, -0.088, -0.243, -0.593, 0.541, 0.432, -0.262, -0.086, -0.559, -0.247, 0.181, 0.194, 0.166, 0.199, 0.183, 0.225, 0.240, 0.287, 0.240, 0.177, 0.193, 0.174, 0.191, 0.173, -0.201, -0.945, 0.076, 0.103, 0.128, -0.219, -0.951, 0.109, 0.126, 0.121, -0.827, 0.020, -0.022, 0.014, -0.068, -0.937, 0.056, -0.010, -0.020, 0.029, -0.429, -0.434, -0.061, -0.502, -0.055, 0.198, 0.185, 0.205, 0.189, 0.150, 0.202, 0.178, 0.169, -0.377, -0.085, -0.010, 0.236, 0.235, -0.388, -0.042, -0.032, 0.218, 0.247]}